{"formula": "IMn", "method": "the ωB97M-V functional and the def2-TZVPD basis", "symbols": ["Mn", "I"], "positions_angstrom": [[0.4299, -0.7485, -1.0948], [-0.4299, 0.7485, 1.0948]], "lowdin_charge": [0.940, 0.060], "e_tot_ha": -1448.36968, "lumo_energy_ev": [-7.873, -7.805], "total_charge": 1, "molar_mass_g_mol": 181.84, "spin_multiplicity": 6, "e_above_lowest_kcal_mol": 10.1}